No. 1
DFT (ωB97M-V/def2-TZVPD) results for a cluster of 2 separate species, CH5OPS in total.

Each line ends with the Mulliken charge.
Geometry (Å):
C 1.66991 0.41609 0.20356  -0.616
O 0.24121 0.52419 0.04767  -0.133
P -0.84200 -0.55078 0.40051  0.042
S -2.55970 0.53152 -0.01175  -0.217
H 2.04649 -0.05305 -0.59365  0.327
H 1.83031 -0.22647 1.04639  0.298
H 2.10551 1.43868 0.38635  0.204
H -1.22651 -1.51932 -1.36654  -0.052
H -3.26522 -0.56088 -0.11255  0.148

Atomic forces in eV per Å
-1.8 2.0 3.2
0.8 1.9 -0.9
-0.7 -3.3 -2.1
-0.1 1.9 0.3
1.6 -1.4 -3.3
0.5 -0.2 0.8
-0.6 -1.1 -0.3
1.0 1.1 2.5
-0.5 -0.9 -0.1

DFT total energy (Ha): -855.79244
HOMO level (eV): -8.08
Gap between HOMO and LUMO (eV): 8.5

No. 2
DFT (ωB97M-V/def2-TZVPD) results for an isolated molecule of C6H10.

Each line ends with the Mulliken charge.
Geometry (Å):
C -0.74925 -1.20353 0.65933  -0.867
C -1.36160 0.22497 0.60881  -0.605
C -0.49089 0.60530 -0.60702  -0.206
C 0.90677 1.21571 -0.43414  -0.650
C 1.48151 -0.16024 -0.03377  -0.808
C 0.15647 -0.80270 -0.52310  0.247
H -0.20872 -1.43340 1.58632  0.236
H -1.45560 -2.02005 0.48030  0.291
H -2.42404 0.19435 0.35539  0.252
H -1.22072 0.85586 1.48751  0.284
H -1.05042 0.95194 -1.48462  0.372
H 1.29923 1.49171 -1.41911  0.247
H 1.02159 2.05782 0.24978  0.306
H 1.58881 -0.26274 1.05373  0.188
H 2.43604 -0.45553 -0.48205  0.340
H 0.07081 -1.25948 -1.49736  0.372

Atomic forces in eV per Å
-0.1 -0.1 0.0
-0.2 0.2 0.2
-0.1 0.2 0.0
0.1 0.4 0.1
0.1 0.0 0.0
-0.2 0.2 -0.3
0.0 0.0 -0.3
0.0 0.2 -0.1
0.1 0.2 0.1
-0.1 -0.1 0.1
0.1 -0.2 0.2
-0.1 0.1 0.2
0.1 0.0 0.0
-0.1 -0.1 -0.2
-0.3 0.0 -0.1
0.6 -1.1 0.1

SMILES: C1C[C@H]2CC[C@@H]12
DFT total energy (Ha): -234.54544
HOMO level (eV): -9.56
Gap between HOMO and LUMO (eV): 10.8

No. 3
DFT (ωB97M-V/def2-TZVPD) results for a structure of composition C18H41EuN4O6P.

Each line ends with the Löwdin spin population.
Geometry (Å):
O -0.96698 3.93828 0.26480  -0.019
H -0.61869 4.88743 -0.90764  0.000
Eu -1.35933 1.67365 0.35103  6.104
N 0.14495 1.29452 2.40935  0.214
N 1.37091 1.89703 0.22758  0.097
N -2.96277 0.42700 -1.15040  0.035
N -0.62468 0.82079 -2.05088  -0.064
O -1.06939 1.55179 2.79424  0.299
O -4.16177 0.43691 -0.65509  0.051
O 0.61954 1.02347 -2.59409  -0.021
O 2.03699 2.13515 -0.86449  0.303
C 1.90746 2.42957 1.36050  0.044
C 1.06972 2.29668 2.51491  -0.013
C -2.76682 -0.06642 -2.39490  -0.037
C -1.44850 0.16292 -2.90546  0.022
C 1.02372 3.33821 3.57050  -0.003
H 0.57854 4.28007 3.19681  -0.002
H 2.04199 3.56717 3.91440  -0.002
H 0.42681 2.97877 4.41830  -0.002
C 3.16483 3.22109 1.30596  0.003
H 3.02786 4.13459 0.70683  0.000
H 3.97558 2.63840 0.84523  0.003
H 3.49629 3.51792 2.30703  0.000
C -3.80225 -0.76467 -3.19485  -0.008
C -1.05592 -0.28300 -4.28071  0.004
H -4.79026 -0.67952 -2.73314  0.000
H -3.54556 -1.83047 -3.27961  -0.003
H -3.83806 -0.34867 -4.21012  -0.002
H -0.02860 0.02216 -4.51475  0.000
H -1.72413 0.16270 -5.03137  0.001
H -1.13760 -1.37596 -4.40583  0.001
H -4.10739 2.04416 -0.07388  0.001
H 1.19500 1.49926 -1.83590  -0.002
C -0.63968 5.16392 -1.99595  -0.001
H -1.13051 6.12428 -2.23172  0.000
H -1.19453 4.37127 -2.52388  0.000
H 0.38346 5.13954 -2.40232  0.000
O -3.48927 2.76828 0.24282  -0.004
H -1.25121 4.57591 0.95150  0.000
H -3.79719 3.59970 -0.15722  0.000
C 0.63370 -1.60346 3.31337  0.000
C 1.60167 -1.60639 2.12293  -0.001
C 2.72745 -2.62037 2.34013  0.000
P 0.70981 -1.62264 0.44905  -0.001
C 1.76382 -2.32012 -0.93747  0.000
C 2.65948 -3.52714 -0.62792  0.000
C 0.92230 -2.59676 -2.18568  0.000
C -0.71434 -2.82320 0.57464  0.000
C -0.34541 -4.17753 1.17504  0.000
C -1.93147 -2.17706 1.24419  0.000
H 0.03599 -2.52177 3.38467  0.000
H -0.02171 -0.72702 3.27763  0.000
H 1.22718 -1.52441 4.23499  0.000
H 2.05163 -0.59569 2.07014  0.000
H 2.38539 -3.65328 2.17154  0.000
H 3.59340 -2.40199 1.70312  0.000
H 3.06212 -2.54985 3.38663  0.000
H 2.41787 -1.45532 -1.15198  0.000
H 2.12446 -4.31093 -0.07616  0.000
H 2.98917 -3.97897 -1.57449  0.000
H 3.56162 -3.25183 -0.06941  0.000
H 0.29254 -1.74754 -2.45790  0.000
H 1.59286 -2.79974 -3.02807  0.000
H 0.29176 -3.48196 -2.05306  0.000
H -0.98842 -2.99528 -0.47836  0.000
H 0.14365 -4.08984 2.15287  0.000
H -1.27041 -4.75221 1.32320  0.000
H 0.29174 -4.77370 0.50843  0.000
H -2.32512 -1.34517 0.64560  0.000
H -2.72536 -2.92982 1.32210  0.000
H -1.70990 -1.81288 2.25265  0.000

Atomic forces in eV per Å
-0.5 -2.1 2.5
0.0 0.8 -1.7
0.9 0.8 -1.0
0.0 1.0 -1.2
0.9 0.9 -1.0
0.0 -0.6 -2.5
-1.2 -1.3 -2.5
0.3 0.2 0.6
-0.3 -0.1 0.4
0.7 0.5 1.1
-0.7 -0.3 2.3
-0.3 -0.6 0.3
-0.4 -0.1 -1.2
-0.8 0.8 2.9
2.5 1.6 2.3
0.0 0.2 0.6
0.2 -0.5 0.0
-0.3 0.0 0.0
0.1 0.2 -0.2
0.3 0.3 0.1
0.0 -0.3 0.1
-0.3 0.1 0.0
-0.1 -0.1 -0.2
-0.3 -0.1 -0.2
0.3 0.1 -0.3
0.3 0.0 0.0
-0.1 0.2 -0.1
-0.1 -0.2 0.2
-0.4 -0.1 0.2
0.1 -0.1 0.2
0.0 0.3 0.2
0.2 -0.2 0.1
-0.8 -0.7 -1.4
0.3 0.2 -0.6
0.3 -0.3 0.1
0.1 0.2 0.2
-0.3 0.2 0.0
-0.9 0.1 -0.2
0.2 -0.7 -0.5
0.5 -0.4 0.3
0.0 0.1 0.0
0.3 0.0 -0.6
0.0 -0.1 0.3
-1.1 0.7 0.0
0.6 0.2 0.5
0.2 -0.3 -0.2
0.0 0.1 0.0
0.5 0.0 -0.2
-0.4 -0.4 0.1
0.0 -0.1 0.1
0.2 0.3 0.0
0.0 -0.5 0.0
-0.1 0.0 -0.1
-0.1 -0.4 0.2
0.3 0.4 0.0
-0.3 -0.2 0.2
0.0 0.0 -0.2
-0.2 -0.3 -0.1
0.3 0.2 -0.1
0.0 0.1 0.2
-0.3 -0.2 -0.2
0.0 -0.1 0.1
-0.1 0.1 0.1
0.1 0.1 0.0
0.0 0.1 0.3
-0.1 -0.1 -0.3
0.2 -0.1 0.1
-0.1 0.2 0.2
0.1 -0.2 0.1
0.0 0.2 0.0
-0.1 -0.1 -0.2

Spin multiplicity: 8
DFT total energy (Ha): -2432.34772
HOMO level (spin up / spin down) (eV): -7.36 / -7.33
Gap between HOMO and LUMO (spin up / spin down) (eV): 5.8 / 5.1

No. 4
DFT (ωB97M-V/def2-TZVPD) results for a cluster of 2 separate species, C3H10N2 in total.

Each line ends with the Mulliken charge.
Geometry (Å):
N -1.87461 1.39132 0.62023  -0.524
C -0.84907 0.65806 -0.11079  -0.432
C 0.15085 -0.15049 0.79805  -0.587
C 1.22763 -0.83283 -0.10074  0.139
N 2.18965 0.03139 -0.55958  -0.663
H -2.37422 2.22720 0.16302  0.206
H -2.52159 0.83962 1.12998  0.169
H -1.30085 -0.19359 -0.66607  0.215
H -0.07837 1.39495 -0.63896  0.350
H -0.33978 -0.97481 1.48172  0.280
H 0.71204 0.64475 1.35461  0.286
H 1.52191 -1.79094 0.27849  0.490
H 0.59504 -1.07516 -1.10819  -0.515
H 0.11043 -1.70971 -1.49906  0.370
H 2.83096 -0.45976 -1.14274  0.216

Atomic forces in eV per Å
0.1 2.5 -0.8
1.1 -0.2 0.2
-0.2 -0.1 0.5
4.4 4.5 4.0
-3.5 -1.3 0.6
1.4 -2.2 0.7
-0.5 -0.5 0.2
0.2 1.1 -0.9
-2.2 -1.6 0.4
0.8 1.8 -1.2
-0.5 -1.1 0.1
-0.1 -1.0 -0.6
-2.6 -2.1 -3.6
0.4 0.9 0.4
1.1 -0.7 -0.1

DFT total energy (Ha): -229.62418
HOMO level (eV): -8.68
Gap between HOMO and LUMO (eV): 8.5

No. 5
DFT (ωB97M-V/def2-TZVPD) results for the ion C15H28N with charge +1.

Each line ends with the Mulliken charge.
Geometry (Å):
C -1.57646 1.73184 -0.92805  -0.346
C -0.52145 2.07561 -1.66974  0.722
C -0.26995 1.48777 -3.02821  -0.702
C -1.51469 0.80379 -3.58996  -0.944
C -2.14206 -0.09631 -2.53207  -0.529
C -2.62332 0.75688 -1.36256  -0.832
H -2.91810 0.12732 -0.51875  0.400
H -3.51447 1.31876 -1.65712  0.422
H -2.98004 -0.64890 -2.95466  0.350
H -1.40460 -0.82473 -2.18493  0.154
H -1.24771 0.22557 -4.47411  0.399
H -2.24001 1.56097 -3.88963  0.353
H 0.05458 2.27973 -3.70607  0.349
H 0.55033 0.76354 -2.97086  0.328
C 0.53390 3.01065 -1.12900  -1.094
H 0.95479 3.61887 -1.92817  0.450
H 0.10281 3.68400 -0.38583  0.305
C 1.65985 2.18749 -0.49072  -0.618
N 1.05845 1.27111 0.50836  0.327
H 0.12891 1.00411 0.09017  -0.217
C 1.83875 0.05517 0.83683  -1.165
H 2.78886 0.36112 1.28064  0.419
H 2.04734 -0.47732 -0.09334  0.420
C 1.07507 -0.86127 1.79652  0.717
C -0.17100 -1.45940 1.13694  -0.350
C -0.89965 -2.38477 2.11083  -1.054
C 0.02536 -3.49955 2.58618  -0.671
C 1.27117 -2.91187 3.23976  -0.710
H 1.94201 -3.71235 3.55063  0.369
C 2.00063 -1.98853 2.26751  -1.070
H 2.88276 -1.56620 2.75179  0.397
H 2.33440 -2.56552 1.40318  0.389
H 0.98595 -2.35045 4.13167  0.337
H -0.50076 -4.13526 3.29765  0.367
H 0.31674 -4.11935 1.73618  0.333
H -1.77602 -2.81030 1.62102  0.404
H -1.24508 -1.80688 2.97073  0.351
H -0.86193 -0.67486 0.81422  0.044
H 0.12743 -2.03319 0.25682  0.256
H 0.76977 -0.28238 2.67619  0.250
H 0.85819 1.78164 1.37476  0.450
H 2.40451 2.82581 -0.01541  0.383
H 2.15329 1.58297 -1.25336  0.439
H -1.76602 2.22810 0.01827  0.419

Atomic forces in eV per Å
-0.3 0.1 -0.1
0.2 0.2 0.1
-0.3 -0.1 -0.2
0.2 -0.2 0.1
-0.2 0.2 -0.1
0.0 -0.3 -0.1
0.0 0.0 0.0
-0.1 0.0 0.1
0.0 -0.1 0.0
0.0 -0.1 0.0
0.0 0.1 -0.1
0.0 0.0 -0.1
0.1 0.0 0.0
0.1 0.0 -0.1
-0.2 -0.1 0.1
0.1 0.0 0.0
0.0 0.0 0.0
0.1 0.5 -0.5
-0.3 0.0 0.0
0.4 0.1 0.3
0.2 -0.6 0.5
-0.1 0.1 -0.1
0.0 0.1 0.0
0.2 -0.1 -0.4
-0.1 0.1 0.4
0.0 -0.2 -0.2
-0.1 0.2 0.2
0.1 -0.2 -0.3
0.0 0.0 0.1
-0.1 0.2 0.3
0.1 0.0 -0.1
0.1 0.0 -0.1
0.0 0.0 0.1
0.0 -0.1 0.0
0.0 -0.1 0.0
-0.1 0.0 0.0
-0.1 0.0 0.0
-0.1 0.0 -0.1
0.0 0.0 -0.1
0.0 0.1 0.1
0.0 -0.1 -0.2
0.0 -0.1 0.1
0.0 -0.1 0.2
0.1 0.2 0.1

SMILES: C1=C(CC[NH2+]CC2CCCCC2)CCCC1
DFT total energy (Ha): -642.89731
HOMO level (eV): -12.88
Gap between HOMO and LUMO (eV): 10.2
Charge: +1

No. 6
DFT (ωB97M-V/def2-TZVPD) results for an isolated molecule of C6H12O.

Each line ends with the Mulliken charge.
Geometry (Å):
C -0.87475 1.12459 1.36212  -1.471
C -0.27845 0.89271 -0.06161  0.974
C 1.08772 1.39973 -0.04740  -1.407
C 1.64668 -0.87480 -1.47916  -0.790
O 0.62538 -1.40300 -0.65459  -0.365
C -0.35705 -0.63439 -0.24541  0.360
C -1.45314 -1.47318 0.34164  -1.420
H -0.95433 2.19759 1.53634  0.387
H -1.85630 0.66950 1.52413  0.348
H -0.18163 0.70516 2.10135  0.383
H -0.94845 1.37752 -0.79472  0.242
H 1.68640 1.30053 0.84944  0.389
H 1.44392 2.06311 -0.83004  0.409
H 2.28848 -0.22039 -0.86287  0.348
H 2.15105 -1.75015 -1.88373  0.252
H 1.21056 -0.27601 -2.27945  0.326
H -1.38082 -1.62908 1.42552  0.290
H -2.42706 -1.01621 0.13962  0.364
H -1.42821 -2.45322 -0.14119  0.378

Atomic forces in eV per Å
0.1 0.4 0.0
-1.1 -1.3 0.7
0.4 1.0 -0.1
-0.2 0.0 0.3
1.7 -1.1 -0.6
-1.6 0.8 0.3
-0.1 0.3 -0.2
-0.1 0.0 0.1
0.2 0.1 -0.2
-0.2 0.1 -0.1
0.4 0.0 0.1
0.0 -0.1 -0.1
0.1 -0.1 0.2
0.1 -0.4 -0.4
0.2 0.2 0.0
0.1 0.0 -0.1
0.0 0.0 0.0
0.0 -0.1 0.1
0.0 0.1 0.1

DFT total energy (Ha): -310.89343
HOMO level (spin up / spin down) (eV): -7.67 / -5.98
Gap between HOMO and LUMO (spin up / spin down) (eV): 8.7 / 6.5